Entry 1:
58
Properties=species:S:1:pos:R:3 method="wB97M-V/def2-TZVPD" charge=+1 e_homo_ha=-0.4518 max_force_ha_per_bohr=0.0270
C 1.02 -2.51 0.76
C -0.39 -3.11 0.60
C -1.35 -2.34 -0.31
Br -3.19 -2.60 0.29
N -1.16 -0.90 -0.32
C -0.79 -0.18 -1.34
N -0.72 1.18 -1.17
N -0.57 -0.84 -2.54
C 0.83 -1.22 -2.82
C 0.89 -2.64 -3.40
O -0.13 -3.19 -3.73
C 2.24 -3.24 -3.56
C 3.28 -2.97 -2.67
C 4.51 -3.59 -2.84
C 4.71 -4.46 -3.91
C 3.67 -4.73 -4.79
C 2.43 -4.13 -4.62
H 1.78 -3.28 0.63
H 1.15 -2.11 1.77
H 1.23 -1.70 0.06
H -0.85 -3.19 1.58
H -0.32 -4.12 0.19
H -1.34 -2.70 -1.34
H -1.39 -0.40 0.54
H -0.04 1.43 -0.45
H -0.41 1.62 -2.02
H -0.97 -0.31 -3.31
H 1.42 -1.18 -1.91
H 1.30 -0.53 -3.53
H 3.14 -2.29 -1.84
H 5.32 -3.40 -2.15
H 5.67 -4.93 -4.05
H 3.82 -5.41 -5.62
H 1.62 -4.34 -5.29
C 1.76 4.70 3.18
O 0.77 5.46 2.47
C 0.20 4.83 1.46
O 0.44 3.71 1.10
O -0.69 5.65 0.91
C -1.39 5.09 -0.21
H 2.12 5.36 3.97
H 1.31 3.81 3.62
H 2.57 4.43 2.52
H -1.95 4.21 0.10
H -0.69 4.84 -1.00
H -2.07 5.86 -0.56
C -2.65 -0.47 3.22
O -2.23 0.88 3.43
C -3.23 1.70 3.79
O -4.38 1.38 3.92
O -2.72 2.92 3.96
C -3.68 3.91 4.36
H -1.75 -1.01 2.93
H -3.06 -0.91 4.13
H -3.39 -0.53 2.43
H -4.13 3.64 5.31
H -4.45 4.02 3.60
H -3.12 4.83 4.46

---

Entry 2:
54
Properties=species:S:1:pos:R:3 method="wB97M-V/def2-TZVPD" e_homo_ha=-0.3131 smiles="COc1cc(C)c(Cl)c(C)c1S(=O)(=O)NC1CC(C)(C)NC(C)(C)C1" max_force_ha_per_bohr=0.0145
C 2.62 2.58 -0.24
O 1.53 1.96 0.39
C 1.44 1.99 1.74
C 2.46 2.44 2.57
C 2.31 2.41 3.95
C 3.41 2.89 4.85
C 1.12 1.92 4.47
Cl 0.93 1.87 6.19
C 0.06 1.48 3.67
C -1.18 0.98 4.33
C 0.24 1.52 2.30
S -1.01 1.11 1.06
O -1.18 2.26 0.22
O -2.20 0.57 1.64
N -0.25 -0.15 0.26
C -1.12 -1.07 -0.45
C -0.30 -2.29 -0.89
C -0.83 -2.96 -2.16
C 0.15 -4.07 -2.58
C -2.20 -3.62 -1.90
N -0.85 -2.00 -3.25
C -1.14 -0.59 -2.98
C 0.18 0.20 -3.03
C -2.06 -0.06 -4.08
C -1.84 -0.40 -1.63
H 3.56 2.06 -0.02
H 2.71 3.63 0.05
H 2.42 2.52 -1.31
H 3.38 2.81 2.16
H 3.73 2.08 5.51
H 3.05 3.70 5.48
H 4.26 3.23 4.27
H -0.94 0.15 4.99
H -1.91 0.67 3.59
H -1.61 1.77 4.94
H 0.47 0.24 -0.34
H -1.87 -1.36 0.29
H -0.27 -3.02 -0.08
H 0.72 -1.97 -1.08
H 0.28 -4.80 -1.78
H -0.21 -4.58 -3.46
H 1.12 -3.64 -2.81
H -2.93 -2.90 -1.55
H -2.10 -4.40 -1.14
H -2.57 -4.08 -2.81
H -1.41 -2.36 -4.01
H 0.93 -0.26 -2.41
H 0.56 0.20 -4.05
H 0.02 1.22 -2.71
H -2.25 1.00 -3.93
H -1.60 -0.19 -5.06
H -3.02 -0.58 -4.08
H -2.86 -0.79 -1.71
H -1.93 0.67 -1.41

---

Entry 3:
50
Properties=species:S:1:pos:R:3 method="wB97M-V/def2-TZVPD" charge=+2 e_homo_ha="-0.5230 / -0.5765" max_force_ha_per_bohr=0.0682 spin_multiplicity=6 s_squared=8.797
C -2.54 -0.15 -0.65
H -2.88 -1.03 -0.07
H -3.31 0.60 -0.43
H -0.07 -1.43 0.57
C -2.59 -0.40 -2.10
H -2.07 0.34 -2.71
H -2.09 -1.37 -2.28
C -4.04 -0.50 -2.58
H -4.18 -0.46 -3.66
H -4.44 -1.46 -2.26
H -4.67 0.29 -2.15
C 1.37 0.99 0.69
C 0.73 1.62 -0.40
C -0.63 1.86 -0.04
C -0.84 1.37 1.31
C 0.42 0.78 1.73
C 0.76 0.43 3.13
C -1.99 1.70 2.20
C -1.56 2.75 -0.78
C 1.40 2.12 -1.63
C 2.83 0.78 0.82
Fe -0.90 -0.36 0.16
H -2.02 1.01 3.06
H -1.87 2.73 2.58
H -2.96 1.64 1.67
H -0.15 0.34 3.75
H 1.31 -0.53 3.17
H 1.40 1.22 3.57
H 3.31 0.59 -0.15
H 3.31 1.68 1.25
H 3.08 -0.06 1.48
H 0.68 2.36 -2.42
H 1.96 3.04 -1.39
H 2.12 1.39 -2.03
H -2.62 2.49 -0.67
H -1.45 3.79 -0.38
H -1.33 2.79 -1.86
N 0.93 -2.50 1.98
C 1.56 -2.54 0.75
C 2.72 -3.23 0.50
C 3.31 -3.10 -0.73
C 2.77 -2.22 -1.67
C 1.57 -1.57 -1.43
N 0.92 -1.88 -0.25
H -0.04 -2.17 2.08
H 1.17 -3.18 2.68
H 2.99 -3.89 1.31
H 4.19 -3.69 -0.93
H 3.27 -2.09 -2.62
H 1.14 -0.86 -2.16

---

Entry 4:
49
Properties=species:S:1:pos:R:3 method="wB97M-V/def2-TZVPD" charge=+1 e_homo_ha=-0.3615 max_force_ha_per_bohr=0.0305
C 2.05 2.92 0.75
N 1.74 2.68 -0.63
C 0.52 3.30 -1.10
C 0.47 3.37 -2.60
C 0.82 2.03 -3.20
N 2.00 1.46 -2.60
C 2.61 0.41 -3.37
C 2.28 1.58 -1.26
C 3.05 0.65 -0.56
H 3.13 2.87 0.90
H 1.70 3.92 1.01
H 1.57 2.19 1.42
H -0.36 2.74 -0.72
H 0.48 4.31 -0.66
H -0.54 3.65 -2.92
H 1.15 4.14 -2.97
H -0.03 1.34 -3.08
H 1.01 2.13 -4.28
H 3.68 0.35 -3.14
H 2.15 -0.57 -3.19
H 2.50 0.65 -4.43
H 3.57 -0.13 -1.12
H 3.31 0.84 0.48
C 1.50 -1.57 1.31
C 2.39 -1.23 2.43
C 3.51 -1.90 2.94
C 3.97 -1.62 4.28
C 3.18 -0.74 5.20
C 5.14 -2.19 4.76
C 5.91 -3.06 3.98
C 7.20 -3.62 4.51
C 5.44 -3.40 2.71
C 4.27 -2.87 2.18
C 3.85 -3.33 0.82
H 0.53 -1.08 1.49
H 1.88 -1.14 0.37
H 1.30 -2.64 1.16
H 1.99 -0.43 3.06
H 3.68 -0.68 6.17
H 3.08 0.28 4.80
H 2.17 -1.13 5.37
H 5.48 -1.93 5.77
H 7.67 -4.27 3.77
H 7.90 -2.81 4.77
H 7.03 -4.19 5.43
H 6.02 -4.11 2.11
H 4.60 -4.02 0.43
H 2.90 -3.86 0.84
H 3.77 -2.49 0.12

---

Entry 5:
49
Properties=species:S:1:pos:R:3 method="wB97M-V/def2-TZVPD" charge=+1 e_homo_ha=-0.3910 max_force_ha_per_bohr=0.0423
C 3.34 2.38 -0.31
C 3.41 0.85 -0.21
C 2.88 0.33 1.12
N 1.53 0.88 1.39
C 0.52 0.08 1.68
C -0.80 0.57 2.03
C -1.45 1.54 1.22
C -2.66 2.09 1.64
C -3.27 1.67 2.83
C -2.63 0.69 3.62
C -1.42 0.15 3.23
C 1.57 2.36 1.49
C 2.00 2.96 0.15
H 4.15 2.81 0.30
H 3.54 2.68 -1.35
H 2.81 0.39 -1.02
H 4.45 0.51 -0.36
H 2.82 -0.77 1.14
H 3.54 0.65 1.94
H 0.76 -0.99 1.83
H -0.96 1.91 0.32
H -3.13 2.87 1.04
H -4.22 2.08 3.16
H -3.09 0.36 4.55
H -0.85 -0.51 3.90
H 0.61 2.76 1.85
H 2.34 2.61 2.24
H 2.09 4.06 0.24
H 1.21 2.77 -0.59
C 0.55 -3.03 -1.51
C -0.38 -1.92 -2.03
C 0.41 -0.98 -2.94
C -1.53 -2.57 -2.87
C -2.75 -2.61 -1.97
C -2.49 -1.54 -0.87
N -1.08 -1.28 -0.95
H 0.99 -3.57 -2.37
H 1.37 -2.62 -0.90
H 0.00 -3.74 -0.89
H 0.83 -1.55 -3.77
H -0.26 -0.21 -3.36
H 1.23 -0.47 -2.41
H -1.75 -1.90 -3.72
H -1.23 -3.55 -3.26
H -3.66 -2.37 -2.53
H -2.85 -3.60 -1.51
H -3.07 -0.63 -1.13
H -2.83 -1.88 0.12
H -0.59 -0.73 -0.24

---

Entry 6:
50
Properties=species:S:1:pos:R:3 method="wB97M-V/def2-TZVPD" charge=+2 e_homo_ha="-0.5437 / -0.5423" max_force_ha_per_bohr=0.0717
C 1.54 2.26 -1.45
H 2.47 2.52 -0.90
H 1.83 1.70 -2.33
H 1.46 -0.49 1.24
C 0.30 3.00 -1.35
H -0.61 2.45 -1.71
H 0.23 3.21 -0.24
C 0.65 4.23 -2.19
H -0.13 4.98 -2.24
H 1.45 4.78 -1.70
H 0.87 4.06 -3.26
C -0.79 -1.69 -0.17
C -1.44 -0.93 -1.17
C -0.47 -0.55 -2.15
C 0.77 -1.15 -1.79
C 0.58 -1.81 -0.53
C 1.59 -2.65 0.17
C 2.01 -1.19 -2.62
C -0.77 0.06 -3.47
C -2.90 -0.72 -1.26
C -1.45 -2.40 0.94
Y 0.76 0.69 0.01
H 2.89 -1.40 -2.00
H 1.98 -1.95 -3.42
H 2.20 -0.23 -3.11
H 2.61 -2.35 -0.10
H 1.52 -2.52 1.26
H 1.49 -3.73 -0.06
H -2.32 -1.84 1.32
H -1.83 -3.39 0.63
H -0.77 -2.58 1.78
H -3.14 0.12 -1.92
H -3.42 -1.60 -1.66
H -3.33 -0.51 -0.27
H 0.00 0.80 -3.72
H -0.82 -0.65 -4.31
H -1.72 0.59 -3.45
N 1.82 -0.86 3.13
C 0.58 -0.19 3.36
C 0.03 -0.30 4.61
C -1.28 0.17 4.76
C -1.98 0.71 3.70
C -1.41 0.83 2.47
N -0.07 0.46 2.36
H 2.46 -0.45 2.41
H 2.42 -1.10 3.93
H 0.69 -0.76 5.34
H -1.67 0.08 5.75
H -3.03 1.03 3.84
H -1.88 1.26 1.54

---

Entry 7:
53
Properties=species:S:1:pos:R:3 method="wB97M-V/def2-TZVPD" e_homo_ha=-0.3035 smiles=COc1ccc(CN2CCOCCOCCOCCOCC2)cc1 max_force_ha_per_bohr=0.0103
C 5.90 1.03 -0.08
O 4.70 1.20 0.64
C 3.74 0.23 0.56
C 3.85 -0.93 -0.19
C 2.81 -1.84 -0.19
C 1.65 -1.62 0.54
C 0.50 -2.60 0.53
N -0.61 -2.08 -0.26
C -0.34 -2.04 -1.68
C -1.15 -0.94 -2.37
O -0.55 0.30 -2.09
C -1.29 1.40 -2.55
C -0.75 2.69 -1.92
O -1.21 2.90 -0.61
C -0.55 2.11 0.37
C -1.31 2.21 1.70
O -2.26 1.19 1.88
C -3.37 1.29 1.00
C -4.20 0.01 1.05
O -3.62 -1.06 0.33
C -2.66 -1.79 1.07
C -1.88 -2.69 0.10
C 1.56 -0.46 1.29
C 2.59 0.46 1.30
H 6.43 0.13 0.24
H 6.50 1.91 0.13
H 5.71 0.97 -1.16
H 4.73 -1.14 -0.78
H 2.91 -2.75 -0.78
H 0.15 -2.73 1.55
H 0.85 -3.58 0.15
H -0.54 -3.00 -2.17
H 0.72 -1.79 -1.82
H -2.19 -0.95 -2.00
H -1.17 -1.12 -3.46
H -1.22 1.47 -3.65
H -2.36 1.29 -2.29
H 0.35 2.66 -1.95
H -1.11 3.55 -2.50
H -0.50 1.06 0.05
H 0.48 2.49 0.50
H -1.79 3.20 1.76
H -0.61 2.09 2.53
H -3.04 1.46 -0.02
H -4.00 2.15 1.31
H -5.16 0.20 0.56
H -4.38 -0.28 2.09
H -1.97 -1.11 1.58
H -3.18 -2.40 1.82
H -1.73 -3.68 0.54
H -2.50 -2.82 -0.79
H 0.67 -0.27 1.87
H 2.53 1.36 1.89

---

Entry 8:
53
Properties=species:S:1:pos:R:3 method="wB97M-V/def2-TZVPD" charge=+1 e_homo_ha=-0.4104 max_force_ha_per_bohr=0.0022
Ag -0.29 -0.26 0.08
N 1.80 0.18 -1.03
C 2.94 -0.22 -0.18
C 3.01 -1.72 0.06
C 2.00 -2.31 1.03
N 0.65 -2.42 0.44
H 1.87 -0.29 -1.93
H 1.84 1.17 -1.23
H 2.85 0.31 0.77
H 3.89 0.11 -0.63
H 4.01 -1.94 0.45
H 2.96 -2.25 -0.90
H 1.93 -1.68 1.91
H 2.36 -3.29 1.36
H 0.03 -2.90 1.09
H 0.69 -3.01 -0.39
N -1.73 -0.42 -1.97
C -1.82 0.97 -2.28
C -2.85 1.74 -1.76
C -2.89 3.10 -2.02
C -1.90 3.70 -2.79
C -0.88 2.93 -3.31
C -0.84 1.56 -3.06
H -1.28 -0.95 -2.70
H -2.64 -0.83 -1.78
H -3.62 1.27 -1.16
H -3.70 3.69 -1.62
H -1.94 4.76 -2.99
H -0.12 3.38 -3.93
H -0.05 0.95 -3.49
C -0.98 3.17 1.38
As -1.24 1.29 1.80
C -0.41 1.21 3.54
C -3.16 1.19 2.25
C -3.60 2.22 3.24
C -3.56 1.95 4.61
C -3.95 2.92 5.53
C -4.38 4.16 5.09
C -4.43 4.43 3.73
C -4.04 3.47 2.82
H -1.40 3.79 2.17
H -1.45 3.39 0.43
H 0.09 3.34 1.30
H -0.84 1.96 4.21
H 0.66 1.40 3.42
H -0.54 0.22 3.98
H -3.32 0.17 2.62
H -3.70 1.28 1.31
H -3.24 0.98 4.95
H -3.92 2.69 6.59
H -4.68 4.91 5.81
H -4.77 5.40 3.39
H -4.09 3.69 1.75

---

Entry 9:
82
Properties=species:S:1:pos:R:3 method="wB97M-V/def2-TZVPD" e_homo_ha=-0.3022 max_force_ha_per_bohr=0.1136
C 7.02 -0.09 -1.46
C 5.61 -0.04 -2.04
O 4.95 0.96 -2.13
N 5.02 -1.24 -2.66
H 5.83 -1.82 -2.52
H 4.23 -1.72 -2.25
C 4.75 -1.16 -4.14
H 7.66 -0.74 -2.07
H 6.96 -0.42 -0.43
H 7.38 0.93 -1.37
H 3.97 -1.86 -4.46
H 5.67 -1.41 -4.67
H 4.52 -0.13 -4.41
C 2.95 3.81 2.00
C 2.89 2.84 0.78
O 4.02 2.43 0.39
N 1.53 2.63 0.13
H 0.85 2.84 0.85
H 1.35 3.38 -0.52
C 1.51 1.20 -0.49
H 2.66 3.19 2.85
H 2.30 4.67 1.88
H 3.94 4.23 2.15
H 1.36 0.51 0.34
H 2.41 0.95 -1.05
H 0.63 1.08 -1.13
C -8.97 -7.69 1.67
N -7.64 -7.00 1.69
C -6.58 -7.59 2.26
C -5.41 -6.89 2.31
C -5.22 -5.61 1.73
C -6.35 -5.06 1.06
C -7.58 -5.78 1.10
C -3.97 -4.81 1.80
C -2.73 -5.34 1.61
C -1.58 -4.54 1.55
N -1.65 -3.20 1.72
C -2.87 -2.64 1.89
C -4.03 -3.44 2.00
C -0.41 -2.32 1.79
H -8.85 -8.77 1.71
H -9.61 -7.47 0.81
H -9.35 -7.35 2.63
H -6.69 -8.58 2.69
H -4.63 -7.29 2.94
H -6.29 -4.10 0.57
H -8.51 -5.42 0.70
H -2.69 -6.41 1.49
H -0.57 -4.90 1.43
H -2.87 -1.58 2.09
H -4.90 -2.89 2.34
H -0.09 -2.32 2.84
H -0.60 -1.28 1.55
H 0.29 -2.68 1.04
As -0.91 2.21 3.22
F -2.15 3.47 3.46
F -1.14 2.36 1.46
F 0.42 1.01 2.88
F -0.65 1.99 5.01
F -2.05 0.82 3.24
F 0.41 3.50 3.15
As 3.57 7.58 0.25
F 5.20 6.81 0.33
F 3.79 8.09 -1.45
F 1.90 8.32 0.14
F 3.30 7.24 2.00
F 4.10 9.19 0.67
F 2.81 5.97 -0.21
As 1.45 1.61 -4.75
F 1.78 0.07 -3.91
F 2.95 2.38 -4.00
F 0.96 3.10 -5.57
F 0.11 0.76 -5.68
F 0.36 2.09 -3.39
F 2.52 1.11 -6.08
As -0.05 5.50 -1.91
F 1.03 6.95 -1.82
F -0.14 5.71 -3.68
F -1.15 4.03 -2.13
F 0.10 5.19 -0.13
F -1.52 6.43 -1.56
F 1.40 4.42 -2.09

---

What did the sixth record say?
50
Properties=species:S:1:pos:R:3 method="wB97M-V/def2-TZVPD" charge=+2 e_homo_ha="-0.5437 / -0.5423" max_force_ha_per_bohr=0.0717
C 1.54 2.26 -1.45
H 2.47 2.52 -0.90
H 1.83 1.70 -2.33
H 1.46 -0.49 1.24
C 0.30 3.00 -1.35
H -0.61 2.45 -1.71
H 0.23 3.21 -0.24
C 0.65 4.23 -2.19
H -0.13 4.98 -2.24
H 1.45 4.78 -1.70
H 0.87 4.06 -3.26
C -0.79 -1.69 -0.17
C -1.44 -0.93 -1.17
C -0.47 -0.55 -2.15
C 0.77 -1.15 -1.79
C 0.58 -1.81 -0.53
C 1.59 -2.65 0.17
C 2.01 -1.19 -2.62
C -0.77 0.06 -3.47
C -2.90 -0.72 -1.26
C -1.45 -2.40 0.94
Y 0.76 0.69 0.01
H 2.89 -1.40 -2.00
H 1.98 -1.95 -3.42
H 2.20 -0.23 -3.11
H 2.61 -2.35 -0.10
H 1.52 -2.52 1.26
H 1.49 -3.73 -0.06
H -2.32 -1.84 1.32
H -1.83 -3.39 0.63
H -0.77 -2.58 1.78
H -3.14 0.12 -1.92
H -3.42 -1.60 -1.66
H -3.33 -0.51 -0.27
H 0.00 0.80 -3.72
H -0.82 -0.65 -4.31
H -1.72 0.59 -3.45
N 1.82 -0.86 3.13
C 0.58 -0.19 3.36
C 0.03 -0.30 4.61
C -1.28 0.17 4.76
C -1.98 0.71 3.70
C -1.41 0.83 2.47
N -0.07 0.46 2.36
H 2.46 -0.45 2.41
H 2.42 -1.10 3.93
H 0.69 -0.76 5.34
H -1.67 0.08 5.75
H -3.03 1.03 3.84
H -1.88 1.26 1.54